[1]
A cluster of 12 separate species, C44H123N11O12 in total in a non-equilibrium geometry. Source: OMol25; level of theory: ωB97M-V/def2-TZVPD.

Properties
Spin multiplicity: 1
Strongest force on any atom (eV/Å): 3.337
Orbital gap (eV): 8.8
Structure (SMILES): COC[C@H](C)N.COC[C@H](C)N.COC[C@H](C)N.COC[C@H](C)N.COC[C@H](C)N.COC[C@H](C)N.COC[C@H](C)N.COC[C@H](C)N.COC[C@H](C)N.COC[C@H](C)N.COC[C@H](C)N.O
Energy relative to the best compared isomer or geometry (same formula, charge and spin) (kJ/mol): 69.78
HOMO level (eV): -8.37

Cartesian coordinates (Å):
C1 -3.90708 3.31574 -6.24289
O1 -3.22768 2.58718 -5.26417
C2 -2.23645 1.76898 -5.84408
C3 -1.48693 1.04048 -4.78366
C4 -0.87956 2.15401 -3.94518
N1 -0.55467 0.07517 -5.34370
H1 -4.33746 4.13561 -5.67215
H2 -4.67984 2.81124 -6.80923
H3 -3.22513 3.83880 -6.89530
H4 -2.70297 1.05011 -6.51759
H5 -1.62530 2.48010 -6.42207
H6 -2.19624 0.43721 -4.23049
H7 -1.54065 2.92651 -3.52136
H8 -0.23322 2.70081 -4.62168
H9 -0.29016 1.79096 -3.09417
H10 -0.05240 -0.29236 -4.55584
H11 0.05847 0.56718 -5.95417
C5 3.81545 2.99098 5.85870
O2 2.58158 3.57384 6.14235
C6 1.67104 3.46593 5.03020
C7 0.20323 3.77623 5.45292
C8 0.06590 5.08011 6.20075
N2 -0.27776 2.62454 6.23281
H12 4.52127 3.18398 6.66534
H13 4.22959 3.36581 4.92863
H14 3.74645 1.87042 5.80153
H15 2.04392 4.22208 4.32964
H16 1.83850 2.45554 4.60439
H17 -0.48711 3.83698 4.60994
H18 -1.02653 5.24356 6.33111
H19 0.43833 5.90518 5.64247
H20 0.53585 5.03042 7.16012
H21 0.18790 2.48071 7.10888
H22 -1.25356 2.74712 6.49021
C9 -0.75451 -6.78116 -2.07963
O3 0.64810 -6.80762 -2.34749
C10 1.28951 -5.57329 -2.19789
C11 2.49941 -5.56596 -3.08421
C12 3.44353 -4.41354 -2.86965
N3 2.02461 -5.61982 -4.48491
H23 -1.10771 -6.01830 -2.78616
H24 -0.95683 -6.41411 -1.06801
H25 -1.18269 -7.76120 -2.36978
H26 0.66446 -4.74296 -2.47155
H27 1.57168 -5.41868 -1.16475
H28 3.07678 -6.50859 -2.87101
H29 4.37809 -4.58636 -3.43459
H30 3.62496 -4.33044 -1.80068
H31 2.99594 -3.48033 -3.19528
H32 1.29475 -4.91871 -4.61072
H33 1.50505 -6.45731 -4.65768
C13 4.98304 -1.60128 -4.60198
O4 3.98469 -0.73313 -4.05068
C14 4.54101 0.26531 -3.27853
C15 5.38557 -0.15357 -2.09471
C16 4.62087 -1.13377 -1.25675
N4 5.79710 0.92323 -1.18269
H34 5.37467 -2.29543 -3.82928
H35 5.78452 -1.07243 -5.08969
H36 4.40619 -2.20152 -5.32820
H37 5.20273 0.87830 -3.93151
H38 3.73652 0.91424 -2.94125
H39 6.35109 -0.57848 -2.39665
H40 4.13600 -1.91043 -1.86519
H41 3.83385 -0.65370 -0.68930
H42 5.38597 -1.66021 -0.68247
H43 5.03353 1.33660 -0.71300
H44 6.39954 1.63684 -1.54225
C17 -4.47007 -5.72537 -5.39930
O5 -3.83681 -4.81794 -4.52789
C18 -2.49687 -4.63533 -4.89162
C19 -1.75765 -3.61965 -4.04418
C20 -2.53935 -2.25318 -3.97581
N5 -0.36784 -3.42214 -4.44959
H45 -4.19774 -6.79333 -5.32577
H46 -4.24836 -5.48294 -6.46602
H47 -5.55853 -5.69651 -5.24872
H48 -1.98529 -5.59858 -4.84012
H49 -2.41318 -4.33062 -5.93599
H50 -1.71879 -4.00032 -2.99809
H51 -2.00186 -1.69973 -3.18881
H52 -3.60265 -2.44361 -3.71162
H53 -2.31424 -1.68676 -4.87877
H54 0.13242 -2.91875 -3.75078
H55 -0.26947 -2.86882 -5.33472
C21 -2.89682 0.43446 4.72013
O6 -3.39371 1.53002 3.88992
C22 -4.37654 1.12200 3.00687
C23 -4.87756 2.26893 2.09134
C24 -5.21608 3.50333 2.94117
N6 -6.00709 1.94060 1.17935
H56 -3.71206 -0.07768 5.26976
H57 -2.12830 0.83688 5.39375
H58 -2.51510 -0.34196 4.04733
H59 -4.11830 0.23293 2.43303
H60 -5.25239 0.84867 3.61832
H61 -4.08704 2.45996 1.38074
H62 -6.19360 3.36420 3.43084
H63 -5.31632 4.40712 2.29972
H64 -4.41201 3.69656 3.65135
H65 -6.81343 1.55399 1.73736
H66 -5.83612 1.14579 0.62772
C25 -0.40986 4.14676 -0.93980
O7 0.73135 3.69117 -1.73317
C26 1.61440 2.83009 -1.04434
C27 2.38154 3.49278 0.05507
C28 3.15877 4.67426 -0.51610
N7 3.28982 2.54838 0.68891
H67 -1.08806 4.57608 -1.66926
H68 -0.04755 4.84586 -0.18808
H69 -0.95281 3.33850 -0.47851
H70 1.05616 1.96533 -0.62641
H71 2.47397 2.46903 -1.66597
H72 1.67823 3.88263 0.81726
H73 3.87630 4.35871 -1.33690
H74 3.76601 5.09147 0.30565
H75 2.43967 5.39477 -0.90788
H76 4.00926 2.97230 1.20521
H77 2.72194 1.93231 1.25458
C29 -3.31782 0.61275 -1.27438
O8 -4.33780 1.58652 -1.12462
C30 -4.43530 2.39115 -2.27783
C31 -5.78371 3.09461 -2.30805
C32 -6.06729 3.97254 -3.56409
N8 -6.01939 3.96166 -1.16094
H78 -3.61555 -0.16890 -2.05816
H79 -3.20969 0.15878 -0.26686
H80 -2.35955 1.06532 -1.52022
H81 -3.63776 3.14300 -2.24208
H82 -4.25535 1.78788 -3.22936
H83 -6.55735 2.29345 -2.23817
H84 -6.39324 3.33312 -4.44309
H85 -5.14280 4.45855 -3.88430
H86 -6.71468 4.77810 -3.32554
H87 -5.41036 4.76271 -1.08252
H88 -6.01836 3.46529 -0.28538
C33 2.78003 -3.37881 1.65471
O9 2.88110 -2.03009 1.96271
C34 4.12818 -1.65422 2.65462
C35 4.12108 -0.05240 2.68258
C36 5.26861 0.52511 3.40706
N9 2.85843 0.47362 3.36388
H89 2.84707 -3.98135 2.56563
H90 3.55766 -3.79893 0.99770
H91 1.78040 -3.49387 1.21444
H92 4.22946 -2.09691 3.64497
H93 5.00363 -1.97741 2.06139
H94 4.00639 0.15797 1.58762
H95 6.16288 0.26181 2.85452
H96 5.39749 0.01185 4.38573
H97 5.22459 1.60367 3.47898
H98 2.83575 0.35330 4.39520
H99 2.14095 -0.11150 2.98852
C37 -0.29879 1.92592 2.73346
O10 0.02402 1.27271 1.53154
C38 -0.53282 -0.02680 1.37515
C39 -0.14295 -0.47623 -0.02350
C40 -0.69424 -1.86515 -0.29706
N10 1.30720 -0.47744 -0.22125
H100 0.08338 2.94123 2.74500
H101 0.15135 1.43519 3.62506
H102 -1.32403 1.98885 2.94063
H103 -0.22009 -0.78871 2.06248
H104 -1.59981 -0.04772 1.45967
H105 -0.52283 0.25117 -0.70492
H106 -0.27857 -2.29297 -1.23283
H107 -1.78575 -1.95317 -0.29320
H108 -0.39176 -2.60334 0.46442
H109 1.75931 -1.14535 0.39710
H110 1.69390 0.39872 0.02811
C41 1.41674 -0.45355 7.25423
O11 1.59312 -0.77979 5.86985
C42 0.37611 -1.25471 5.31123
C43 -0.11160 -2.64667 5.75414
C44 0.93140 -3.71823 5.39465
N11 -1.37625 -2.87745 5.08356
H111 1.78639 -1.31140 7.86214
H112 0.37607 -0.29593 7.52119
H113 2.03060 0.43337 7.46938
H114 -0.44446 -0.49353 5.49409
H115 0.59419 -1.36622 4.23276
H116 -0.34336 -2.66272 6.81866
H117 0.67944 -4.63145 5.87848
H118 1.92079 -3.36602 5.62946
H119 0.90905 -3.83410 4.28341
H120 -2.16576 -2.36969 5.48128
H121 -1.52177 -3.85529 4.88013
O12 1.14987 -1.19630 -2.91147
H122 1.98255 -1.38972 -3.35880
H123 1.45244 -0.92192 -2.02815


[2]
A structure of composition C44H26CdFN10O. Source: OMol25; level of theory: ωB97M-V/def2-TZVPD.

Properties
Spin multiplicity: 1
Strongest force on any atom (eV/Å): 0.503
Orbital gap (alpha / beta) (eV): 5.4 / 5.5
HOMO level (alpha / beta) (eV): -3.60 / -4.27
Total charge: -1

Cartesian coordinates (Å):
Cd1 -0.49350 0.36935 -0.28996
C1 4.29230 -4.19067 -0.97930
C2 4.41678 -4.05138 0.40294
C3 3.82180 -2.98658 1.07329
C4 3.10045 -2.07930 0.32280
C5 2.28904 -0.89222 0.71066
N1 1.78101 -0.30932 -0.40367
C6 2.14615 -1.07316 -1.49997
N2 1.78941 -0.84535 -2.71576
C7 1.24187 0.41809 -2.89272
C8 2.03355 1.61953 -2.96252
C9 3.40044 1.86432 -3.09270
C10 3.81456 3.17892 -3.18807
C11 2.88591 4.23772 -3.16267
C12 1.53248 3.99548 -3.04101
C13 1.11254 2.66954 -2.93747
C14 -0.18242 2.04552 -2.85442
N3 -1.35176 2.75275 -2.64841
C15 -1.48645 3.18816 -1.44692
N4 -0.72514 2.76660 -0.36448
C16 -1.22938 3.32531 0.75682
N5 -0.92867 3.09563 2.01218
C17 -0.06614 2.13041 2.38602
N6 0.54617 1.20614 1.60447
C18 1.34100 0.43503 2.37736
N7 2.12873 -0.58729 1.97477
C19 1.24469 0.86898 3.76261
C20 1.83603 0.42010 4.93794
C21 1.50608 1.06847 6.11647
C22 0.60843 2.14938 6.12179
C23 0.02485 2.59917 4.94913
C24 0.35338 1.94525 3.76731
C25 -2.31932 4.27598 0.39186
C26 -3.12432 5.09408 1.15868
C27 -4.11932 5.81666 0.50608
C28 -4.30295 5.70546 -0.87162
C29 -3.49218 4.86843 -1.63454
C30 -2.50470 4.16451 -0.97702
N8 -0.08397 0.68803 -2.88173
C31 2.98068 -2.21582 -1.04941
C32 3.57251 -3.26215 -1.72736
H1 4.75587 -5.03591 -1.47249
H2 4.97840 -4.79054 0.96053
H3 3.89959 -2.87206 2.14695
H4 4.11161 1.04701 -3.10681
H5 4.86971 3.40303 -3.28501
H6 3.24244 5.25766 -3.23983
H7 0.81775 4.80911 -3.01546
H8 2.52801 -0.41250 4.92153
H9 1.94662 0.74152 7.05051
H10 0.36803 2.63390 7.06031
H11 -0.66859 3.43035 4.94331
H12 -2.98125 5.16024 2.22952
H13 -4.76823 6.46968 1.07673
H14 -5.09226 6.27164 -1.35029
H15 -3.62948 4.76148 -2.70308
H16 3.46541 -3.35914 -2.80056
F1 -6.72495 -0.95212 0.03527
C33 -5.38543 -0.69974 -0.02300
C34 -4.93291 0.58151 0.19087
C35 -3.56116 0.81437 0.12379
C36 -2.62002 -0.18483 -0.14872
C37 -3.15308 -1.46413 -0.34373
C38 -4.51961 -1.73638 -0.28900
H17 -5.63468 1.37883 0.40227
H18 -3.23745 1.83134 0.30579
H19 -2.49645 -2.30033 -0.54599
H20 -4.90719 -2.73602 -0.44422
N9 -0.57793 -7.55626 -1.52801
C39 0.34840 -6.96879 -0.72107
O1 1.21260 -7.59874 -0.14674
C40 0.20723 -5.47867 -0.59171
C41 0.38168 -4.88575 0.64732
C42 0.22566 -3.51178 0.74678
N10 -0.06624 -2.73064 -0.29177
C43 -0.20755 -3.30656 -1.48476
C44 -0.09099 -4.67382 -1.68199
H21 -0.55465 -8.55503 -1.63671
H22 -1.33815 -7.03039 -1.91786
H23 0.64559 -5.48395 1.50920
H24 0.36199 -3.00838 1.69840
H25 -0.41103 -2.63927 -2.31566
H26 -0.19790 -5.08973 -2.67606